{"formula": "C53H102BF6Ge2NO7RbS2Sb2Si6", "method": "the ωB97M-V functional and the def2-TZVPD basis", "homo_energy_ev": [-2.02, -2.01], "relative_energy_ev": 0.264, "total_charge": -2, "spin_multiplicity": 2, "e_lumo_ev": [3.31, 2.90], "orbital_gap_ev": [5.33, 4.91], "symbols": ["Rb", "F", "C", "F", "F", "S", "O", "O", "N", "S", "O", "O", "C", "F", "F", "F", "C", "Ge", "C", "C", "Ge", "C", "C", "C", "C", "C", "C", "C", "C", "C", "C", "C", "C", "H", "H", "H", "H", "H", "H", "H", "H", "H", "H", "H", "H", "H", "H", "H", "H", "H", "H", "H", "C", "C", "C", "O", "B", "O", "C", "C", "C", "H", "H", "H", "H", "H", "H", "H", "H", "H", "H", "H", "H", "C", "Si", "C", "C", "Sb", "Si", "C", "C", "C", "Si", "C", "C", "C", "H", "H", "H", "H", "H", "H", "H", "H", "H", "H", "H", "H", "H", "H", "H", "H", "H", "H", "H", "H", "H", "H", "H", "H", "H", "H", "H", "C", "Si", "C", "C", "Sb", "Si", "C", "C", "C", "Si", "C", "C", "C", "H", "H", "H", "H", "H", "H", "H", "H", "H", "H", "H", "H", "H", "H", "H", "H", "H", "H", "H", "H", "H", "H", "H", "H", "H", "H", "H", "C", "C", "C", "C", "C", "C", "C", "C", "C", "C", "C", "C", "O", "H", "H", "H", "H", "H", "H", "H", "H", "H", "H", "H", "H", "H", "H", "H", "H", "H"], "coordinates": [[0.00440, -0.50640, -0.69450], [4.45140, -2.03420, 2.91700], [3.69010, -0.97240, 2.62280], [4.50770, -0.03040, 2.13870], [3.21180, -0.50430, 3.78540], [2.28300, -1.43510, 1.43700], [1.85960, -0.20480, 0.84610], [2.84500, -2.43860, 0.61320], [1.23420, -1.93950, 2.49320], [0.00710, -0.98430, 2.63800], [0.26940, 0.36530, 3.02250], [-0.99120, -1.17070, 1.63080], [-0.70330, -1.76000, 4.22900], [-2.00080, -2.10250, 4.10680], [-0.04530, -2.84790, 4.62550], [-0.63690, -0.91280, 5.26250], [4.74310, -1.88200, -2.89120], [3.21240, -3.02600, -3.56460], [2.66000, -1.96160, -5.18330], [4.27030, -4.54460, -4.43960], [1.29230, -3.36420, -1.87950], [0.31050, -4.70390, -3.10570], [-1.02210, -4.47680, -3.43400], [-1.75180, -5.36390, -4.20590], [-1.15260, -6.52060, -4.67420], [0.17530, -6.77030, -4.36430], [0.88910, -5.87360, -3.59010], [2.18230, -4.87310, -0.88200], [1.38310, -5.83150, -0.26780], [1.91840, -6.85640, 0.49050], [3.29070, -6.94750, 0.65710], [4.10740, -5.99870, 0.06240], [3.55450, -4.97900, -0.68990], [5.45020, -1.66380, -3.68960], [5.28510, -2.36230, -2.08030], [4.36100, -0.93700, -2.51560], [3.51860, -1.50790, -5.67260], [1.97090, -1.16990, -4.90280], [2.16170, -2.59570, -5.91220], [5.08490, -4.14380, -5.03870], [3.62800, -5.13590, -5.08690], [4.69420, -5.20580, -3.68770], [-1.49170, -3.56730, -3.07430], [-2.79050, -5.16000, -4.44080], [-1.71650, -7.22970, -5.26940], [0.65170, -7.67380, -4.73060], [1.92560, -6.08160, -3.35090], [0.30750, -5.77360, -0.40080], [1.26750, -7.58910, 0.95810], [3.72130, -7.74710, 1.25200], [5.18330, -6.05880, 0.19260], [4.20670, -4.23970, -1.13520], [-3.04920, 3.66050, -3.61580], [-3.83430, 3.01430, -2.46680], [-5.30810, 2.88540, -2.84590], [-3.29530, 1.69920, -2.25980], [-2.41150, 1.70110, -1.21940], [-2.46900, 2.91530, -0.55960], [-3.54820, 3.70740, -1.09310], [-3.11080, 5.16600, -1.16950], [-4.70980, 3.57500, -0.09950], [-3.19440, 3.08610, -4.52730], [-1.98680, 3.62970, -3.38710], [-3.36400, 4.68990, -3.78270], [-5.38180, 2.35230, -3.79060], [-5.76070, 3.86940, -2.95050], [-5.85400, 2.31800, -2.10010], [-2.17480, 5.26460, -1.70890], [-2.95370, 5.53450, -0.15890], [-3.88070, 5.76400, -1.65530], [-4.99800, 2.53000, -0.00680], [-5.57070, 4.16400, -0.40980], [-4.36550, 3.91970, 0.87440], [-7.23010, -3.34080, 3.01100], [-5.68160, -2.23940, 3.37320], [-5.05190, -2.81130, 5.10250], [-6.44000, -0.50370, 3.71870], [-3.80900, -1.71960, 1.62700], [-5.35050, -2.03230, -0.44560], [-4.34820, -1.75220, -2.04770], [-6.44700, -3.58620, -0.80450], [-6.63430, -0.60410, -0.33260], [-2.87500, -4.12130, 1.48130], [-2.52040, -4.64050, -0.32050], [-4.00760, -5.52370, 2.19140], [-1.22960, -4.38820, 2.39710], [-7.87790, -3.43440, 3.87870], [-6.93560, -4.33940, 2.70820], [-7.81400, -2.90800, 2.20620], [-5.86020, -3.04210, 5.78990], [-4.44720, -2.03160, 5.55160], [-4.42620, -3.69260, 5.01950], [-7.31250, -0.52690, 4.36450], [-6.73600, -0.03050, 2.78870], [-5.69820, 0.13820, 4.18270], [-3.58970, -2.51970, -2.16950], [-3.83270, -0.79470, -2.02850], [-4.97900, -1.77230, -2.93330], [-5.85780, -4.49700, -0.79350], [-6.91560, -3.51100, -1.78160], [-7.23790, -3.69940, -0.07160], [-6.14030, 0.29720, 0.01860], [-7.08690, -0.38320, -1.29360], [-7.42990, -0.84230, 0.36710], [-3.37060, -4.50250, -0.97960], [-2.23850, -5.68880, -0.36890], [-1.68540, -4.06080, -0.70990], [-4.93120, -5.61530, 1.63010], [-4.26870, -5.35360, 3.23150], [-3.48760, -6.47580, 2.13290], [-0.60230, -3.50830, 2.31220], [-0.67080, -5.21130, 1.96540], [-1.37900, -4.60570, 3.44960], [-1.47080, 6.86480, 4.49620], [-1.87780, 6.05260, 2.78740], [-1.14210, 7.30540, 1.51930], [-3.78720, 6.32830, 2.63740], [-1.18810, 3.57270, 2.20740], [-1.71330, 2.65720, 4.55160], [-2.95400, 3.64250, 5.66370], [-0.25270, 2.23200, 5.70630], [-2.71030, 1.09660, 4.11120], [1.31900, 4.12660, 2.45620], [2.44320, 2.59680, 2.43680], [1.93390, 5.22990, 3.92480], [1.71690, 5.13850, 0.87550], [-1.25990, 7.92570, 4.39320], [-0.60680, 6.39480, 4.95180], [-2.30120, 6.76000, 5.18620], [-1.76200, 8.18910, 1.40430], [-1.02980, 6.85350, 0.54060], [-0.15950, 7.63320, 1.83900], [-4.10290, 7.25750, 3.10490], [-4.33230, 5.52190, 3.11810], [-4.11090, 6.35930, 1.60240], [-2.49360, 4.52810, 6.08590], [-3.30570, 3.02870, 6.48880], [-3.82090, 3.96390, 5.09440], [0.28060, 3.11670, 6.04180], [0.43840, 1.60030, 5.16340], [-0.57920, 1.68150, 6.58270], [-3.59550, 1.35230, 3.53280], [-3.02500, 0.53530, 4.98560], [-2.08840, 0.45540, 3.49670], [2.13530, 1.87570, 3.18540], [3.48390, 2.84830, 2.62320], [2.38090, 2.09260, 1.47790], [1.62210, 4.82290, 4.88170], [1.54630, 6.24140, 3.85270], [3.01890, 5.29200, 3.93230], [1.10600, 4.77560, 0.05520], [2.75640, 5.03660, 0.58180], [1.50740, 6.19510, 0.99810], [2.37160, 1.64280, -2.18910], [2.13470, 2.63420, -3.32470], [1.38310, 3.86050, -2.79030], [1.41590, 2.06130, -4.53120], [1.87160, 2.50170, -5.75730], [1.29160, 2.10390, -6.94770], [0.22910, 1.21730, -6.89190], [-0.26420, 0.73400, -5.69980], [-1.41780, -0.24360, -5.77220], [-1.14340, -1.54290, -5.02120], [-2.71040, 0.38780, -5.25280], [0.30410, 1.14700, -4.43700], [-0.12850, 0.71030, -3.32410], [2.73440, 0.69700, -2.58680], [3.10700, 2.04730, -1.49160], [1.43740, 1.45800, -1.66080], [3.11750, 2.98160, -3.68310], [0.41690, 3.54670, -2.39370], [1.22620, 4.59370, -3.58390], [1.96390, 4.33320, -1.99730], [2.71590, 3.18640, -5.78170], [1.65340, 2.46990, -7.89830], [-0.22020, 0.88340, -7.82200], [-1.56830, -0.48950, -6.83510], [-0.93630, -1.32170, -3.97520], [-0.28960, -2.06260, -5.44470], [-2.00760, -2.20000, -5.09150], [-2.58290, 0.67600, -4.21360], [-3.53370, -0.32450, -5.31950], [-2.96450, 1.26770, -5.84630]], "forces_ev_per_angstrom": [[-1.32, 0.32, -2.50], [-0.28, -0.10, -0.22], [0.28, 0.08, 0.34], [-0.27, -0.07, -0.41], [-0.21, 0.01, -0.13], [2.00, -0.05, 1.21], [1.09, 0.90, 0.28], [0.13, -0.29, 0.09], [0.06, -0.26, -0.36], [-0.50, -0.38, 2.05], [0.14, 0.57, 0.21], [-0.38, -0.21, -0.06], [-0.14, -0.47, 0.75], [0.31, 0.22, -0.24], [0.16, 0.01, -0.24], [0.11, 0.45, -0.31], [-0.44, -0.30, 0.06], [0.52, 0.44, -0.55], [-0.06, -0.33, 0.49], [-0.56, 0.25, 0.52], [0.40, -0.88, -1.04], [0.04, 0.47, 0.29], [0.06, 0.22, 0.12], [-0.23, -0.11, -0.13], [-0.14, -0.12, -0.09], [0.08, -0.20, -0.11], [0.21, 0.03, 0.00], [-0.06, 0.25, 0.03], [-0.20, 0.03, -0.06], [-0.07, -0.23, 0.16], [0.12, -0.16, 0.15], [0.23, -0.15, 0.12], [0.08, 0.04, -0.09], [0.02, -0.05, -0.20], [0.08, -0.09, 0.15], [-0.07, 0.16, 0.09], [0.22, 0.04, 0.02], [-0.10, 0.16, 0.01], [-0.14, -0.14, -0.08], [0.06, 0.24, -0.05], [-0.14, -0.08, -0.09], [0.06, -0.12, 0.13], [-0.09, -0.01, -0.04], [-0.04, 0.03, -0.01], [-0.01, 0.01, -0.03], [0.02, 0.00, 0.01], [0.05, -0.06, 0.01], [-0.07, -0.05, 0.01], [-0.01, 0.01, -0.01], [-0.02, 0.03, -0.03], [0.00, 0.02, -0.01], [0.10, 0.05, -0.01], [-0.08, -0.33, 0.28], [0.03, 0.57, -0.27], [0.42, -0.10, 0.20], [0.13, -1.01, 0.02], [-1.01, 1.56, -0.35], [0.68, -0.55, -0.06], [-0.52, 0.01, 0.07], [0.06, -0.48, 0.04], [0.37, -0.07, -0.19], [-0.04, -0.02, -0.01], [0.17, 0.10, -0.04], [-0.02, 0.03, -0.01], [0.01, 0.01, -0.12], [-0.06, 0.12, -0.05], [-0.11, -0.06, 0.12], [0.09, 0.04, -0.14], [-0.02, 0.09, 0.08], [-0.04, 0.09, -0.01], [-0.10, -0.08, 0.03], [-0.08, 0.05, 0.00], [-0.03, 0.03, 0.06], [0.89, 0.25, -0.26], [-1.06, 0.39, 0.95], [0.19, 0.10, -0.85], [0.37, -0.50, -0.28], [-1.10, -0.76, -0.15], [-0.94, 0.15, -0.99], [0.01, -0.05, 0.78], [0.66, 0.38, 0.53], [0.60, -0.38, 0.14], [0.41, -1.64, -0.12], [-0.23, 0.58, 0.61], [0.12, 0.88, -0.24], [-0.51, 0.46, -0.19], [0.05, 0.14, 0.28], [0.04, -0.26, -0.11], [-0.13, 0.10, -0.23], [-0.32, 0.01, -0.04], [0.19, 0.21, 0.06], [0.17, -0.25, 0.03], [-0.18, -0.20, 0.18], [-0.08, 0.14, -0.27], [0.20, 0.14, 0.10], [0.17, -0.18, -0.04], [0.04, 0.17, -0.02], [-0.23, 0.00, -0.04], [0.14, -0.24, -0.01], [0.03, 0.21, -0.24], [-0.15, 0.00, 0.25], [0.06, 0.25, 0.07], [-0.05, -0.05, -0.29], [-0.15, -0.07, 0.19], [-0.16, 0.05, -0.18], [0.08, -0.20, 0.13], [0.11, 0.08, -0.13], [-0.25, 0.00, -0.16], [-0.04, 0.07, 0.24], [0.24, -0.11, -0.08], [0.11, -0.23, -0.07], [0.00, -0.23, -0.25], [-0.07, 0.01, 0.17], [0.03, -0.75, -0.44], [-0.47, 1.21, -0.02], [-0.04, -0.74, 0.29], [0.61, -0.52, -0.01], [0.19, 0.80, 0.82], [-0.73, -0.47, 1.13], [0.59, 0.03, -0.71], [-0.28, 0.18, -0.70], [0.47, 0.40, 0.04], [1.33, 0.61, -0.06], [-0.69, 0.28, 0.06], [-0.63, -0.48, -0.42], [-0.36, -0.39, 0.50], [0.02, 0.17, -0.22], [0.23, -0.05, 0.16], [-0.22, -0.10, 0.11], [-0.27, 0.13, 0.14], [0.05, -0.09, -0.27], [0.28, 0.05, 0.09], [0.17, 0.21, 0.13], [-0.16, -0.18, 0.13], [-0.03, -0.03, -0.25], [0.13, 0.25, 0.11], [0.04, -0.28, 0.06], [-0.21, 0.06, -0.13], [0.04, 0.22, 0.02], [0.26, -0.16, -0.10], [-0.25, -0.10, 0.15], [-0.10, 0.11, -0.11], [-0.04, -0.08, 0.26], [-0.14, -0.06, -0.15], [-0.04, -0.14, 0.14], [0.14, 0.28, 0.00], [-0.02, -0.09, -0.17], [-0.06, -0.09, 0.22], [-0.14, 0.20, -0.04], [0.20, -0.10, -0.16], [-0.07, -0.06, -0.23], [0.27, -0.11, 0.03], [-0.09, 0.22, 0.09], [0.04, 0.10, -0.08], [-0.31, 0.00, 0.08], [0.29, -0.07, -0.10], [0.02, -0.15, 0.15], [-0.02, 0.05, -0.23], [0.07, 0.14, -0.27], [0.12, 0.13, -0.13], [-0.06, -0.13, 0.16], [-0.09, 0.02, 0.21], [-0.03, 0.13, -0.12], [0.17, -0.09, -0.12], [0.48, 0.38, -0.94], [-0.52, -0.09, 1.07], [0.03, -0.13, 0.08], [0.06, -0.04, 0.13], [0.19, 0.12, -0.07], [-0.18, -0.10, 0.09], [-0.13, 0.02, 0.04], [-0.07, 0.00, 0.00], [-0.06, 0.09, 0.14], [0.03, 0.01, 0.01], [0.09, 0.02, -0.08], [-0.08, -0.07, -0.02], [0.05, 0.04, 0.14], [0.02, -0.06, 0.00], [0.17, -0.12, 0.01], [-0.15, -0.17, 0.02], [-0.04, 0.06, 0.04], [-0.16, -0.08, 0.01], [-0.06, 0.09, -0.01]]}